1.
The following is a quantum chemistry calculation of C4H4O2 in the gas phase, from the Open Molecules 2025 dataset.

The HOMO-LUMO gap comes out at 11.14 eV. Its charge is 0. The calculation puts the total energy at -305.1350 hartree. Its molar mass is 84.07 g/mol. For the max |F|, the calculation gives 0.7 eV/Å. The LUMO energy comes out at 0.879 eV. The calculation puts the energy above the lowest of the compared OMol25 structures with the same formula, charge and spin at 90.6 kcal per mole.

The geometry in XYZ format:
```
10
Properties=species:S:1:pos:R:3:nbo_charge:R:1
O 0.674 1.422 0.954 -0.5885
O 0.072 -0.759 0.941 -0.4883
C -1.422 -0.625 -1.074 -0.1204
C -0.884 0.473 -1.366 -0.2203
C 0.333 0.419 1.526 0.6511
C 0.153 -0.773 -0.475 -0.1077
H 0.997 -0.143 -0.782 0.2247
H 0.193 0.322 2.611 0.1344
H -0.493 1.457 -1.554 0.2687
H 0.377 -1.793 -0.780 0.2464
```

2.
The following is a quantum chemistry calculation of a molecular structure, C47H47CaN7OP2S5 in a non-equilibrium geometry, from the Open Molecules 2025 dataset.

The HOMO-LUMO gap comes out at 6.20 eV. Its charge is 0. The calculation puts the total energy at -5629.1397 hartree. Its molar mass is 988.30 g/mol. For the max |F|, the calculation gives 1.5 eV/Å. The LUMO energy comes out at 0.006 eV. The calculation puts the energy above the lowest of the compared OMol25 structures with the same formula, charge and spin at 37.2 kcal per mole.

The geometry in XYZ format:
```
110
Properties=species:S:1:pos:R:3:lowdin_charge:R:1
Ca -1.248 1.300 0.223 0.8464
S -3.061 0.363 -1.630 -0.1291
S -1.509 4.005 -1.699 0.6415
S -4.339 1.256 1.298 -0.1932
S -4.613 1.418 -0.733 -0.1392
S -2.988 2.740 1.844 -0.1244
P 1.111 -1.153 -1.700 1.1262
P 1.213 2.431 -4.432 1.0783
O -0.203 -4.698 6.032 0.0492
N -0.707 0.280 2.948 0.0796
N -0.506 4.449 0.736 -0.0432
N 0.986 0.819 0.141 -0.1455
N 0.098 3.232 0.633 -0.0727
N -2.319 5.713 0.174 0.0841
N -0.151 -2.761 4.894 0.1419
N -1.819 -3.220 6.564 0.1382
C 1.576 1.503 1.161 -0.3184
C -2.213 -2.174 0.356 -0.0891
C 2.264 -1.147 0.842 -0.1002
C 2.791 -4.853 -1.878 -0.0641
C -0.707 -3.607 5.845 -0.5330
C -3.315 -1.477 7.314 -0.0312
C 1.639 3.772 2.462 -0.0095
C 4.993 1.560 -3.175 -0.0913
C -3.294 -2.046 4.987 -0.0237
C -0.467 -0.974 3.321 -0.0939
C 0.806 0.359 -6.387 -0.1196
C -0.489 -1.813 -1.285 -0.3434
C 4.342 -3.321 -2.895 -0.0627
C 4.010 -4.608 -2.497 -0.0667
C 2.690 -0.473 1.921 -0.1089
C 1.902 -3.813 -1.660 -0.0726
C -4.683 -0.220 5.764 -0.2687
C -4.250 -0.486 7.057 -0.0433
C 2.967 1.898 -4.468 -0.3973
C 0.488 1.637 -5.916 -0.3826
C -2.955 -2.862 -0.588 -0.0731
C -0.332 -1.387 4.639 -0.2405
C -0.856 0.544 -8.112 -0.0853
C 3.456 -2.276 -2.679 -0.0621
C -0.820 1.184 3.925 -0.1744
C 3.657 1.922 -3.251 -0.1216
C -1.245 -2.496 -2.240 -0.0938
C 2.526 0.956 1.985 -0.0579
C 1.026 -0.149 -3.198 -0.2906
C -0.506 2.356 -6.575 -0.1020
C -1.465 4.737 -0.217 -0.9529
C -2.475 -3.019 -1.884 -0.0775
C 0.608 1.317 -3.077 -0.3946
C -0.378 -0.426 5.635 -0.0001
C 5.675 1.179 -4.325 -0.0964
C 0.141 -0.185 -7.474 -0.0802
C -0.976 -1.655 0.006 -0.1723
C 1.844 -0.257 -0.302 -0.4443
C -4.187 -1.017 4.732 -0.0220
C 2.228 -2.519 -2.064 -0.2845
C -2.820 -2.252 6.277 -0.2696
C 1.054 2.887 1.408 -0.2684
C 3.666 1.526 -5.613 -0.0961
C -5.665 0.883 5.485 -0.0404
C -1.177 1.814 -7.664 -0.0792
C 5.009 1.173 -5.542 -0.0818
C -0.647 0.878 5.265 -0.0318
H 3.088 -1.001 2.780 0.1070
H 0.950 1.770 -2.146 0.0363
H -1.087 2.184 3.613 0.0313
H 2.765 0.145 -0.799 0.1311
H -6.675 0.485 5.360 0.0859
H 2.951 1.516 2.802 0.0869
H -2.622 5.675 1.138 0.0773
H -0.769 3.344 -6.216 0.0967
H 1.544 4.819 2.174 0.0819
H -0.385 -1.105 0.727 0.0453
H 3.750 -1.277 -2.975 0.0970
H 4.702 -5.421 -2.667 0.1086
H 3.164 1.508 -6.572 0.0999
H -5.691 1.600 6.306 0.0751
H 1.127 3.623 3.417 0.0904
H 5.503 1.583 -2.221 0.1048
H 1.600 -0.209 -5.919 0.0929
H 0.399 -1.175 -7.826 0.1025
H -3.073 5.862 -0.479 0.0927
H 0.483 -3.264 4.293 0.1479
H 3.141 2.231 -2.347 0.1012
H -2.601 -2.012 1.354 0.1050
H 5.535 0.888 -6.444 0.1032
H 2.531 -5.855 -1.566 0.1099
H 2.288 -2.227 0.773 0.0965
H -4.620 0.120 7.876 0.1105
H -0.881 -2.620 -3.253 0.1157
H 2.693 3.556 2.612 0.0768
H 0.343 -0.688 -3.860 0.0926
H -0.577 4.885 1.645 0.1358
H -2.940 -1.629 8.319 0.1134
H 0.947 -4.013 -1.189 0.1096
H -3.072 -3.536 -2.622 0.1142
H -1.380 0.118 -8.958 0.1029
H -0.484 1.406 -3.073 0.0404
H 5.292 -3.124 -3.372 0.1098
H -0.733 1.658 6.008 0.1103
H -1.953 2.385 -8.157 0.1046
H -2.919 -2.661 4.179 0.1156
H 6.720 0.903 -4.274 0.1003
H 2.019 -0.227 -3.642 0.0576
H -3.927 -3.257 -0.325 0.1175
H -0.372 -1.725 2.545 0.0990
H -0.241 -0.705 6.671 0.1259
H -2.011 -3.875 7.305 0.1495
H -5.408 1.419 4.572 0.0700
H -4.499 -0.821 3.712 0.0965
```

3.
The following is a quantum chemistry calculation of 14 unconnected molecules or ions with the total composition C15H58N4O14 in a non-equilibrium geometry, from the Open Molecules 2025 dataset.

The HOMO-LUMO gap comes out at 9.06 eV. Its charge is 0. The calculation puts the total energy at -1878.3865 hartree. Its molar mass is 518.64 g/mol. For the max |F|, the calculation gives 8.5 eV/Å. The LUMO energy comes out at 0.319 eV. The calculation puts the energy above the lowest of the compared OMol25 structures with the same formula, charge and spin at 34.8 kcal per mole.

The geometry in XYZ format:
```
91
Properties=species:S:1:pos:R:3:lowdin_charge:R:1
O 0.340 -2.242 1.531 -0.1193
O 3.574 3.776 2.713 -0.0997
O 2.555 -3.068 -2.367 -0.1112
O -1.794 -3.695 0.187 -0.1267
O -0.077 0.004 -1.259 -0.1280
O -0.720 3.397 0.725 -0.1600
O 3.946 -1.163 1.057 -0.1457
O 0.874 1.760 -3.258 -0.1276
O -2.275 0.451 3.128 -0.1563
O 2.708 0.886 -0.215 -0.1307
O -3.227 2.360 -2.825 -0.1290
O 0.799 0.566 3.657 -0.1249
O -2.533 -1.957 -3.163 -0.1093
O -3.606 -1.541 -0.529 -0.0933
N 0.505 0.816 0.925 0.1745
N -1.396 -0.338 0.678 0.1892
N 3.544 1.273 -2.381 0.2110
N 4.967 1.546 -0.810 0.1984
C 2.643 -1.688 -2.667 -0.1479
C 2.728 3.223 1.745 -0.1699
C -1.553 -4.927 0.989 -0.0906
C 1.135 -2.684 0.476 -0.1713
C 0.435 1.397 -4.578 -0.1136
C -4.728 -0.254 1.094 -0.0631
C -0.345 0.200 0.112 -0.5285
C 0.209 1.797 4.115 -0.0887
C -0.285 4.008 -0.484 -0.1355
C -1.152 -2.079 -3.233 -0.1681
C -4.866 -0.962 -0.265 -0.2700
C 3.511 -0.983 2.356 -0.1860
C 3.754 1.217 -1.109 -0.5195
C -2.506 -0.402 4.211 -0.1264
C -2.556 1.294 -2.126 -0.1215
H -2.952 0.029 5.055 0.0675
H 2.512 -0.619 2.316 0.0331
H 4.044 -0.200 2.878 0.0684
H 1.804 3.740 1.728 0.0584
H -3.147 -1.256 3.902 0.0972
H -5.633 -1.689 -0.190 0.0935
H -0.527 1.574 4.823 0.0553
H -2.286 1.606 -1.069 0.0972
H 4.005 1.802 -3.091 0.1402
H -1.142 4.335 -1.034 0.0642
H 1.433 0.883 0.481 0.0226
H -2.299 -5.665 0.830 0.0637
H 0.527 4.775 -0.353 0.0876
H 1.748 -3.474 -2.667 0.0644
H 1.742 -1.183 -2.310 0.0597
H -0.736 -1.115 -3.575 0.0649
H 2.002 -2.048 0.181 0.0774
H 0.653 0.711 1.927 0.0618
H 3.619 -1.940 2.890 0.0985
H 1.371 -3.747 0.443 0.0883
H -1.686 -4.743 1.991 0.0399
H 0.194 3.170 -1.092 0.0843
H -5.666 0.285 1.375 0.0982
H -2.916 -2.806 -2.973 0.0794
H 5.754 1.656 -1.388 0.1116
H -1.655 1.185 -2.719 0.0368
H -1.782 0.071 1.561 0.0968
H 2.449 -1.692 -3.716 0.0704
H 4.344 3.208 2.734 0.0660
H 0.204 1.580 -2.627 -0.0076
H -4.533 -0.889 1.904 0.0431
H -0.728 -2.330 -2.204 0.0815
H -1.378 -2.943 0.589 0.0041
H -0.555 -5.338 0.987 0.0703
H 2.659 0.904 -2.509 0.0505
H -1.582 -0.756 4.614 0.0718
H -0.084 2.327 3.143 0.0971
H 3.714 -0.320 0.609 0.0171
H 3.196 3.219 0.747 0.0753
H 0.893 -0.040 4.311 0.0391
H -3.173 0.391 -2.219 0.0684
H -5.226 -0.257 -1.055 0.1237
H -0.091 -1.472 1.173 -0.0061
H -3.885 0.407 1.082 0.0401
H 5.159 1.677 0.214 0.1530
H -3.574 -1.881 -1.402 0.0375
H -0.741 -2.830 -3.915 0.0789
H -0.545 2.469 0.859 -0.0028
H 3.587 -1.291 -2.441 0.0627
H 1.073 0.938 -5.258 0.0574
H -2.854 1.244 3.077 0.1324
H -2.044 -0.792 0.116 0.0517
H 2.437 2.160 2.012 0.0777
H 0.587 -2.552 -0.485 0.0549
H 0.107 2.324 -5.057 0.0869
H -0.407 0.787 -4.553 0.0370
H -3.629 1.953 -3.587 0.0602
H 0.987 2.465 4.494 0.0858
```

4.
The following is a quantum chemistry calculation of 2 unconnected molecules or ions with the total composition C4H4O3 in a non-equilibrium geometry, from the Open Molecules 2025 dataset.

The HOMO-LUMO gap (alpha / beta) comes out at 7.23 / 7.24 eV. Its charge is 0. The calculation puts the total energy at -380.3907 hartree. Its molar mass is 100.07 g/mol. For the max |F|, the calculation gives 1.3 eV/Å. The LUMO energy (alpha / beta) comes out at -0.378 / -0.376 eV. The calculation puts the energy above the lowest of the compared OMol25 structures with the same formula, charge and spin at 98.1 kcal per mole.

The geometry in XYZ format:
```
11
Properties=species:S:1:pos:R:3:nbo_charge:R:1
O -0.861 -2.115 -0.319 -0.3781
O 1.375 -1.638 1.678 -0.4708
O 1.254 0.937 -0.697 -0.7050
C -1.251 0.341 -0.745 -0.8776
C 1.409 0.613 0.547 -0.0301
C 1.215 -0.628 1.085 0.5023
C -0.913 -0.964 -0.364 0.8209
H -1.810 0.836 0.053 0.2910
H 1.481 1.383 1.334 0.1802
H -0.136 0.868 -0.860 0.3884
H -1.762 0.364 -1.712 0.2787
```